Record 1
Molecular formula: C41H99N4O15
Method: DFT, ωB97M-V/def2-TZVPD

The geometry in ORCA input format:
```
! RIJCOSX wB97M-V def2-TZVPD def2/J DEFGRID3
* xyz 1 1
C 5.92 -0.57 -0.15
C 4.85 0.66 -0.27
C 4.24 0.89 -1.81
C 3.28 -0.33 -2.32
C 4.20 -1.42 -3.18
N 2.14 0.06 -3.23
C 2.27 1.31 -4.06
C 1.04 2.35 -3.61
C 1.42 3.72 -2.80
C 0.23 4.27 -1.79
N 0.55 5.57 -1.09
N 0.08 1.35 -3.01
C 0.73 0.02 -2.70
N -0.02 -0.96 -2.10
C 0.57 -2.32 -1.82
C -0.64 -3.38 -1.45
C -1.26 -3.11 0.08
O -2.31 -2.06 0.05
H 7.00 -0.23 0.19
H 6.07 -1.21 -1.12
H 5.51 -1.28 0.71
H 3.93 0.48 0.46
H 5.39 1.64 0.08
H 5.21 0.89 -2.52
H 3.75 1.95 -1.79
H 2.94 -0.93 -1.34
H 3.50 -1.94 -3.97
H 5.10 -0.91 -3.74
H 4.64 -2.26 -2.47
H 3.32 1.77 -4.30
H 1.94 0.93 -5.14
H 0.69 2.78 -4.66
H 2.41 3.62 -2.18
H 1.61 4.59 -3.59
H -0.80 4.32 -2.40
H 0.05 3.40 -0.99
H 0.17 5.43 -0.11
H -0.13 6.27 -1.51
H -0.67 1.69 -2.37
H -1.03 -0.73 -1.84
H 1.21 -2.20 -0.82
H 1.28 -2.72 -2.68
H -0.23 -4.49 -1.45
H -1.48 -3.34 -2.28
H -1.79 -4.10 0.48
H -0.40 -2.83 0.86
H -2.60 -1.94 -0.90
C 11.99 0.44 -2.40
O 11.74 1.75 -1.90
C 10.36 2.11 -2.00
C 9.66 2.03 -0.64
O 9.54 0.67 -0.21
C 10.49 0.34 0.81
H 13.02 0.17 -2.16
H 11.33 -0.30 -1.95
H 11.88 0.43 -3.49
H 9.84 1.49 -2.74
H 10.33 3.15 -2.35
H 8.65 2.42 -0.74
H 10.19 2.63 0.11
H 10.23 0.85 1.74
H 11.51 0.60 0.50
H 10.44 -0.74 0.98
C -2.36 5.50 5.11
O -2.56 4.10 4.96
C -2.95 3.76 3.62
C -1.78 3.14 2.85
O -0.77 4.12 2.57
C 0.36 3.98 3.43
H -1.92 5.68 6.10
H -1.68 5.90 4.36
H -3.32 6.02 5.06
H -3.36 4.63 3.09
H -3.75 3.01 3.71
H -2.15 2.79 1.88
H -1.36 2.28 3.38
H 0.91 3.06 3.17
H 0.07 3.95 4.48
H 1.02 4.83 3.27
C 4.04 7.04 -2.14
O 5.32 7.52 -1.75
C 5.65 7.15 -0.41
C 6.66 6.00 -0.38
O 6.07 4.78 -0.85
C 6.48 4.46 -2.17
H 3.92 7.22 -3.21
H 3.95 5.96 -1.97
H 3.26 7.57 -1.60
H 4.75 6.89 0.16
H 6.10 8.02 0.06
H 6.97 5.82 0.65
H 7.56 6.25 -0.97
H 7.53 4.17 -2.18
H 6.32 5.30 -2.86
H 5.88 3.61 -2.52
C -2.20 1.31 10.46
O -2.88 2.12 9.49
C -1.99 3.04 8.85
C -1.64 2.57 7.43
O -0.81 1.41 7.46
C -1.53 0.22 7.15
H -2.89 0.54 10.80
H -1.32 0.83 10.03
H -1.91 1.92 11.31
H -1.09 3.20 9.44
H -2.53 3.99 8.78
H -1.06 3.36 6.94
H -2.55 2.39 6.84
H -1.81 0.22 6.09
H -2.43 0.12 7.76
H -0.89 -0.64 7.34
C -2.65 -3.42 3.64
O -3.17 -3.70 4.93
C -4.31 -4.56 4.89
C -3.94 -5.99 5.31
O -3.11 -6.61 4.33
C -1.74 -6.67 4.73
H -1.71 -2.89 3.75
H -2.47 -4.34 3.07
H -3.35 -2.78 3.09
H -4.77 -4.55 3.89
H -5.04 -4.17 5.60
H -4.86 -6.58 5.37
H -3.46 -6.00 6.29
H -1.63 -7.38 5.56
H -1.38 -5.68 5.04
H -1.15 -7.01 3.89
C -7.21 -6.07 -3.17
O -6.07 -6.78 -3.66
C -5.19 -5.94 -4.40
C -3.95 -5.56 -3.58
O -4.29 -4.68 -2.51
C -4.32 -5.35 -1.25
H -7.75 -6.73 -2.49
H -6.92 -5.17 -2.63
H -7.87 -5.81 -4.01
H -5.71 -5.04 -4.76
H -4.87 -6.51 -5.28
H -3.25 -5.02 -4.23
H -3.44 -6.45 -3.21
H -3.30 -5.62 -0.95
H -4.94 -6.24 -1.29
H -4.73 -4.66 -0.51
C -11.48 -2.19 -6.85
O -10.20 -1.71 -6.45
C -9.87 -2.08 -5.11
C -8.86 -3.23 -5.09
O -9.45 -4.45 -5.55
C -9.04 -4.77 -6.88
H -11.60 -2.01 -7.92
H -11.57 -3.27 -6.67
H -12.26 -1.66 -6.31
H -10.77 -2.34 -4.54
H -9.42 -1.21 -4.64
H -8.55 -3.41 -4.05
H -7.96 -2.98 -5.67
H -7.99 -5.06 -6.89
H -9.20 -3.93 -7.56
H -9.64 -5.62 -7.23
*
```

LUMO level: -2.86 eV
maximum force: 4.17 eV/Å
gap between HOMO and LUMO: 7.43 eV
highest occupied orbital energy: -10.3 eV
calculated total energy: -2968.3883 hartree



Record 2
Molecular formula: C42H101N3O16
Method: DFT, ωB97M-V/def2-TZVPD

The geometry in ORCA input format:
```
! RIJCOSX wB97M-V def2-TZVPD def2/J DEFGRID3
* xyz 0 1
C -4.81 -3.51 -1.89
C -3.84 -4.60 -1.41
C -4.67 -5.92 -1.38
C -2.70 -4.69 -2.35
C -1.67 -3.54 -2.23
C -1.09 -3.44 -0.84
C -2.21 -3.32 0.23
C -1.61 -3.78 1.56
C -2.70 -1.92 0.34
N -3.30 -4.34 -0.03
O -4.38 -4.22 0.90
H -5.71 -3.49 -1.29
H -4.43 -2.48 -1.95
H -5.17 -3.77 -2.89
H -5.18 -5.97 -2.34
H -3.97 -6.73 -1.19
H -5.37 -5.91 -0.55
H -2.18 -5.64 -2.19
H -3.07 -4.68 -3.38
H -0.91 -3.68 -3.00
H -2.04 -2.54 -2.45
H -0.39 -2.61 -0.78
H -0.59 -4.40 -0.72
H -0.74 -3.17 1.81
H -1.29 -4.81 1.64
H -2.32 -3.71 2.39
H -3.26 -1.58 -0.52
H -1.87 -1.21 0.42
H -3.35 -1.70 1.18
H -4.33 -5.12 1.23
C -0.89 1.14 -4.81
C 0.53 1.62 -4.46
C 0.61 3.09 -3.98
C 1.02 0.76 -3.31
C 1.41 -0.69 -3.62
C 2.34 -0.71 -4.84
C 1.86 0.06 -6.07
C 3.17 0.27 -6.92
C 0.97 -0.82 -6.92
N 1.38 1.41 -5.61
O 1.09 2.29 -6.65
H -0.84 0.08 -5.05
H -1.63 1.14 -4.01
H -1.23 1.68 -5.70
H 0.21 3.74 -4.75
H -0.02 3.31 -3.12
H 1.65 3.35 -3.80
H 1.94 1.21 -2.92
H 0.38 0.84 -2.43
H 1.87 -1.10 -2.71
H 0.52 -1.26 -3.88
H 2.60 -1.72 -5.16
H 3.30 -0.31 -4.49
H 2.98 0.74 -7.88
H 3.64 -0.70 -7.04
H 3.82 0.91 -6.32
H 0.41 -1.39 -6.18
H 1.46 -1.41 -7.69
H 0.26 -0.19 -7.47
H 1.86 2.86 -6.70
C -3.29 3.85 -0.03
C -4.10 2.92 0.85
C -5.18 2.20 -0.08
C -3.17 1.80 1.41
C -3.68 1.02 2.59
C -4.21 1.98 3.72
C -5.10 3.12 3.27
C -6.50 2.45 3.01
C -5.10 4.17 4.45
N -4.62 3.72 2.02
O -5.29 4.89 1.73
H -3.81 4.74 -0.38
H -2.44 4.28 0.50
H -2.89 3.34 -0.91
H -4.81 1.98 -1.08
H -5.60 1.27 0.29
H -6.08 2.80 -0.18
H -2.80 1.07 0.69
H -2.22 2.20 1.77
H -4.58 0.48 2.29
H -2.92 0.28 2.86
H -3.35 2.31 4.30
H -4.64 1.38 4.52
H -7.26 3.22 2.84
H -6.83 1.76 3.78
H -6.48 1.85 2.11
H -5.17 3.78 5.46
H -6.04 4.71 4.36
H -4.35 4.97 4.41
H -4.65 5.52 2.04
C 0.40 0.30 4.66
C 1.80 0.89 4.52
C 2.89 -0.18 4.58
O 1.97 1.50 3.29
H 0.25 -0.08 5.66
H 0.19 -0.58 4.05
H -0.34 1.09 4.48
H 2.02 1.53 5.38
H 2.66 -0.97 3.86
H 2.99 -0.58 5.59
H 3.89 0.18 4.32
H 2.14 2.42 3.49
O 2.24 3.09 -0.64
C 2.97 4.13 -0.10
C 2.10 5.02 0.78
O 1.79 4.42 2.01
H 1.56 2.95 0.02
H 3.73 3.61 0.49
H 3.51 4.61 -0.92
H 1.17 5.34 0.31
H 2.60 5.98 0.88
H 1.12 4.95 2.42
O -0.16 5.88 3.41
C -1.25 5.01 3.71
C -0.75 3.66 4.24
O 0.05 3.89 5.32
H -0.49 6.76 3.64
H -1.95 5.43 4.44
H -1.73 4.78 2.76
H -0.13 3.18 3.49
H -1.63 3.08 4.53
H 0.78 4.47 5.08
O 6.55 -4.06 -1.72
C 5.53 -3.85 -2.66
C 5.08 -2.43 -2.77
O 4.54 -1.86 -1.52
H 6.19 -3.73 -0.89
H 5.85 -4.06 -3.68
H 4.66 -4.44 -2.35
H 4.29 -2.34 -3.51
H 5.92 -1.80 -3.08
H 4.81 -0.95 -1.38
O 2.17 -3.56 -0.33
C 2.15 -4.36 0.88
C 2.34 -3.61 2.16
O 3.49 -2.83 2.25
H 2.96 -3.02 -0.41
H 1.24 -4.95 0.86
H 3.01 -5.01 0.74
H 2.23 -4.32 2.98
H 1.48 -2.95 2.18
H 3.20 -2.01 1.84
O 0.42 1.72 1.12
C 0.39 0.42 0.62
C 1.75 -0.19 0.21
O 2.40 -0.54 1.44
H 0.99 1.77 1.89
H -0.16 -0.30 1.22
H -0.18 0.49 -0.31
H 2.42 0.40 -0.42
H 1.52 -1.07 -0.39
H 2.35 0.28 1.95
O 5.78 -1.33 2.99
C 6.56 -1.20 1.75
C 6.96 -2.65 1.35
O 5.91 -3.42 0.84
H 4.88 -1.56 2.72
H 5.99 -0.64 1.00
H 7.40 -0.54 1.92
H 7.28 -3.16 2.27
H 7.81 -2.59 0.67
H 5.12 -3.31 1.38
*
```

LUMO level: 0.05 eV
maximum force: 3.10 eV/Å
gap between HOMO and LUMO: 8.17 eV
highest occupied orbital energy: -8.1 eV
relative energy (zero: lowest compared OMol25 entry of this formula, charge and spin): 10.39 kcal/mol
calculated total energy: -3028.6865 hartree
SMILES: CC1(C)CCCC(C)(C)N1O.CC1(C)CCCC(C)(C)N1O.CC1(C)CCCC(C)(C)N1O.CC(C)O.OCCO.OCCO.OCCO.OCCO.OCCO.OCCO



> Which value of LUMO level does entry 1 give?

-2.86 eV



> Which formula does entry 1 have?

C41H99N4O15



> Which value of gap between HOMO and LUMO does entry 1 give?

7.43 eV



> gap between HOMO and LUMO of number 1 (C41H99N4O15)?

7.43 eV